Record 1
{
  "formula": "C2H3ClO2",
  "method": "ωB97M-V/def2-TZVPD",
  "elements": ["O", "O", "H", "C", "C", "H", "H", "Cl"],
  "xyz": [[-0.77599, 0.69164, -0.23274], [-1.93836, -0.64447, -0.07356], [0.81354, 1.51342, 0.46493], [1.36322, -0.42347, -0.10506], [0.47203, 0.55641, 0.04347], [1.06243, -1.42567, -0.34757], [2.39965, -0.23957, 0.10494], [-3.39652, -0.02829, 0.14558]],
  "lowdin_charge": [-0.052, -0.618, 0.136, 0.055, -0.322, 0.060, 0.053, 0.689],
  "homo_lumo_gap_ev": [7.283, 7.285],
  "total_charge": 0
}



Record 2
{
  "formula": "C2H3ClOS",
  "method": "ωB97M-V/def2-TZVPD",
  "elements": ["C", "O", "C", "H", "H", "Cl", "H", "S"],
  "xyz": [[0.67725, -1.02929, 0.00981], [-0.08732, -1.85908, 0.26009], [1.56978, -0.17471, -0.15683], [1.62062, 0.67930, -0.62833], [-1.62281, 1.80203, 0.95184], [-3.09619, -0.07272, -0.14643], [2.55344, -0.59700, 0.04174], [-1.61478, 1.25148, -0.33189]],
  "lowdin_charge": [-0.368, 0.150, -0.004, 0.001, -0.137, 0.040, 0.091, 0.226],
  "homo_lumo_gap_ev": 9.364,
  "smiles": "C=C=O.SCl",
  "total_charge": 0
}



Record 3
{
  "formula": "C2H3ClS2",
  "method": "ωB97M-V/def2-TZVPD",
  "elements": ["H", "C", "H", "S", "Cl", "S", "H", "C"],
  "xyz": [[-1.58946, -0.68050, -0.45824], [1.38357, -0.27632, -0.27327], [-1.17920, 0.13350, 1.06796], [3.40030, 0.47579, -0.07304], [1.30443, -1.91128, -0.14095], [0.26339, 1.00295, -0.16734], [-2.15410, 1.01970, -0.03938], [-1.42892, 0.23615, 0.08425]],
  "lowdin_charge": [0.042, -1.385, -0.025, 0.127, 0.667, 0.830, 0.038, -0.295],
  "homo_lumo_gap_ev": [6.863, 6.862],
  "smiles": "CSC(=S)Cl",
  "total_charge": 0
}



Record 4
{
  "formula": "C2H3ClSi",
  "method": "ωB97M-V/def2-TZVPD",
  "elements": ["C", "Cl", "C", "H", "Si", "H", "H"],
  "xyz": [[-1.38068, -1.31441, -0.09029], [2.51310, -0.01218, 0.02859], [-0.48609, -0.64009, 0.29841], [0.20825, 1.84427, 1.09935], [0.66920, 0.74120, 0.03198], [0.63180, 1.38231, -1.28606], [-2.15559, -2.00110, -0.08198]],
  "lowdin_charge": [0.036, 0.278, -0.313, -0.026, 0.081, -0.070, 0.014],
  "homo_lumo_gap_ev": 11.441,
  "smiles": "C#C[SiH2]Cl",
  "total_charge": 0
}



Record 5
{
  "formula": "C2H3CoO",
  "method": "ωB97M-V/def2-TZVPD",
  "elements": ["O", "C", "H", "Co", "H", "C", "H"],
  "xyz": [[0.66518, -0.53857, 1.21713], [-0.20755, -0.56210, 0.15466], [0.80114, 1.25546, -0.51338], [-2.10311, -1.07030, 0.33771], [1.56204, -0.35907, 0.92574], [-0.03620, 0.55669, -0.62829], [-0.68150, 0.71791, -1.49356]],
  "lowdin_charge": [-0.008, -0.328, 0.099, 0.989, 0.114, 0.066, 0.067],
  "multiplicity": 4,
  "homo_lumo_gap_ev": [8.565, 6.742],
  "total_charge": 1
}



Record 6
{
  "formula": "C2H3CoO",
  "method": "ωB97M-V/def2-TZVPD",
  "elements": ["C", "C", "Co", "H", "H", "H", "O"],
  "xyz": [[0.06400, 1.50012, -0.48840], [0.26212, -0.72281, -0.02081], [1.87874, 0.64252, 0.29346], [-0.14880, -1.40615, 0.73379], [0.09369, -1.16864, -1.00796], [-1.55730, 0.53080, 0.19034], [-0.59245, 0.62416, 0.29958]],
  "lowdin_charge": [0.119, -0.037, 0.816, 0.067, 0.060, 0.177, -0.201],
  "multiplicity": 4,
  "homo_lumo_gap_ev": [7.821, 7.917],
  "total_charge": 1
}



Record 7
{
  "formula": "C2H3CoO2",
  "method": "ωB97M-V/def2-TZVPD",
  "elements": ["O", "C", "H", "C", "Co", "O", "H", "H"],
  "xyz": [[-2.78220, 0.77209, -0.42092], [-0.73347, -0.40497, 0.33174], [3.02970, -0.04646, -0.55365], [-1.84302, 0.18378, -0.10092], [1.06880, 1.24118, 0.19572], [2.07691, -0.10559, -0.47459], [-0.65310, -0.58787, 1.40617], [-0.16361, -1.05217, -0.38354]],
  "lowdin_charge": [0.297, -0.086, 0.055, -0.180, 0.937, -0.229, 0.102, 0.104],
  "multiplicity": 6,
  "homo_lumo_gap_ev": [8.054, 6.953],
  "total_charge": 1
}



Record 8
{
  "formula": "C2H3CrO2",
  "method": "ωB97M-V/def2-TZVPD",
  "elements": ["Cr", "H", "O", "H", "H", "C", "C", "O"],
  "xyz": [[1.59879, 1.22063, 0.61760], [-1.99348, -1.00866, -0.75315], [-0.43396, 1.18077, -0.07814], [-1.83117, -0.89886, 1.00778], [-1.42171, -2.43961, 0.19079], [0.27751, 0.24212, -0.49479], [-1.40274, -1.34840, 0.10486], [-0.01851, -0.99613, -0.05949]],
  "lowdin_charge": [1.144, 0.113, -0.015, 0.108, 0.112, -0.359, -0.016, -0.086],
  "multiplicity": 5,
  "homo_lumo_gap_ev": [8.571, 9.223],
  "total_charge": 1
}



no.,E_tot (Eh)
1,-688.44809
2,-1011.55551
3,-1334.43939
4,-827.65070
5,-1535.57457
6,-1535.42360
7,-1610.76970
8,-1272.56490